Molecular formula: C6H8S
Method: DFT, ωB97M-V/def2-TZVPD

Each line ends with the Mulliken charge.
Element x y z (Å)
C: 1.51 0.99 -1.54  -0.601
C: 1.01 0.84 -0.18  -0.143
C: 0.13 -0.23 0.42  0.196
C: -1.34 0.17 0.33  -0.021
C: -2.21 -0.54 -0.46  -0.754
C: 0.78 -0.91 1.61  -0.243
H: 2.40 1.67 -1.67  0.265
H: 0.94 0.31 -2.50  0.190
H: 1.21 1.55 0.74  0.196
H: 0.15 -0.86 -0.46  0.106
H: -1.64 1.00 1.15  0.213
H: -3.11 0.01 -0.41  0.306
H: -1.98 -1.26 -1.32  0.264
H: 1.08 -0.21 2.56  0.217
S: 1.08 -2.52 1.72  -0.191

Results
Kohn-Sham gap	8.30	eV
energy above the lowest of the compared OMol25 structures with the same formula, charge and spin	457.1	kJ/mol
M	112.2	g mol⁻¹
SMILES	C=CC(C=C)C=S
highest occupied orbital energy	-8.842	eV
E_tot	-17181.7330	eV